DFT (ωB97M-V/def2-TZVPD) results for a cluster of 6 separate species, C35H38N5O21 in total.

Values from the calculation:
* total charge: +1
* HOMO level: -10.7 eV
* Kohn-Sham gap: 6.997 eV

Atoms and positions in Å:
N -2.373 1.149 -1.888
C -3.265 1.105 -3.043
C -2.938 -0.066 -3.988
O -4.101 -0.555 -4.648
C -2.348 -1.306 -3.319
N -1.027 -1.753 -3.910
C 0.074 -2.019 -2.933
C 0.920 -0.772 -2.552
N 0.531 0.482 -3.158
N 2.299 -1.104 -2.892
N 0.750 -0.596 -1.124
H -2.532 2.010 -1.377
H -2.629 0.430 -1.219
H -3.088 2.020 -3.610
H -4.334 1.082 -2.803
H -2.252 0.304 -4.764
H -4.635 0.182 -4.946
H -2.194 -1.202 -2.252
H -3.057 -2.116 -3.483
H -0.734 -1.079 -4.621
H -1.190 -2.635 -4.391
H -0.375 -2.447 -2.040
H 0.720 -2.780 -3.371
H 0.991 0.658 -4.039
H -0.458 0.702 -3.190
H 2.408 -1.306 -3.881
H 2.889 -0.301 -2.697
H 1.355 0.154 -0.801
H 1.033 -1.444 -0.643
C -4.166 -5.111 -0.514
C -3.703 -3.868 -0.355
C -4.613 -2.685 -0.126
O -4.048 -1.602 -0.013
C -6.032 -2.888 -0.075
C -6.512 -4.137 -0.219
C -5.605 -5.330 -0.445
O -6.135 -6.414 -0.557
O -7.791 -4.437 -0.184
O -2.413 -3.530 -0.384
H -3.524 -5.965 -0.677
H -6.669 -2.031 0.092
H -7.864 -5.404 -0.309
H -2.404 -2.577 -0.154
C 0.534 6.041 -4.835
C 1.214 6.070 -3.674
C 1.169 4.920 -2.695
O 1.836 4.997 -1.682
C 0.348 3.764 -3.008
C -0.314 3.746 -4.165
C -0.260 4.876 -5.160
O -0.900 4.718 -6.185
O -1.068 2.716 -4.550
O 1.975 7.076 -3.295
H 0.563 6.854 -5.546
H 0.319 2.947 -2.300
H -1.428 2.944 -5.432
H 2.365 6.843 -2.431
C -5.025 -0.017 2.789
C -4.080 0.332 3.674
C -4.116 -0.122 5.117
O -3.194 0.243 5.822
C -5.221 -0.947 5.559
C -6.168 -1.295 4.674
C -6.119 -0.855 3.229
O -7.018 -1.246 2.503
O -7.215 -2.043 4.972
O -3.037 1.088 3.383
H -5.003 0.293 1.755
H -5.246 -1.258 6.594
H -7.736 -2.137 4.151
H -2.525 1.174 4.214
C 5.955 2.409 2.004
C 6.245 3.465 1.226
C 5.309 3.945 0.137
O 5.658 4.919 -0.502
C 4.066 3.227 -0.082
C 3.787 2.175 0.694
C 4.713 1.712 1.791
O 4.338 0.744 2.438
O 2.688 1.430 0.589
O 7.351 4.173 1.332
H 6.617 2.050 2.779
H 3.405 3.574 -0.862
H 2.756 0.769 1.309
H 7.304 4.876 0.655
C 5.537 -2.723 5.733
C 5.675 -1.948 4.644
C 7.032 -1.472 4.164
O 7.048 -0.784 3.158
C 8.208 -1.851 4.913
C 8.067 -2.623 6.001
C 6.715 -3.116 6.473
O 6.710 -3.823 7.464
O 9.070 -3.027 6.755
O 4.668 -1.530 3.904
H 4.576 -3.068 6.085
H 9.170 -1.497 4.569
H 8.678 -3.573 7.466
H 5.044 -0.975 3.188